{"formula": "C95H213N9O16", "method": "wB97M-V/def2-TZVPD", "homo_lumo_gap_ev": 8.616, "spin_multiplicity": 1, "e_above_lowest_kcal_mol": 10.9, "symbols": ["C", "C", "O", "H", "H", "H", "H", "H", "H", "C", "C", "O", "H", "H", "H", "H", "H", "H", "C", "C", "O", "H", "H", "H", "H", "H", "H", "C", "C", "O", "H", "H", "H", "H", "H", "H", "C", "C", "O", "H", "H", "H", "H", "H", "H", "C", "C", "O", "H", "H", "H", "H", "H", "H", "C", "C", "O", "H", "H", "H", "H", "H", "H", "C", "C", "C", "C", "C", "C", "N", "O", "C", "C", "C", "H", "H", "H", "H", "H", "H", "H", "H", "H", "H", "H", "H", "H", "H", "H", "H", "H", "H", "H", "C", "C", "C", "C", "C", "C", "N", "O", "C", "C", "C", "H", "H", "H", "H", "H", "H", "H", "H", "H", "H", "H", "H", "H", "H", "H", "H", "H", "H", "H", "C", "C", "C", "C", "C", "C", "N", "O", "C", "C", "C", "H", "H", "H", "H", "H", "H", "H", "H", "H", "H", "H", "H", "H", "H", "H", "H", "H", "H", "H", "C", "C", "C", "C", "C", "C", "N", "O", "C", "C", "C", "H", "H", "H", "H", "H", "H", "H", "H", "H", "H", "H", "H", "H", "H", "H", "H", "H", "H", "H", "C", "C", "C", "C", "C", "C", "N", "O", "C", "C", "C", "H", "H", "H", "H", "H", "H", "H", "H", "H", "H", "H", "H", "H", "H", "H", "H", "H", "H", "H", "C", "C", "C", "C", "C", "C", "N", "O", "C", "C", "C", "H", "H", "H", "H", "H", "H", "H", "H", "H", "H", "H", "H", "H", "H", "H", "H", "H", "H", "H", "C", "C", "C", "C", "C", "C", "N", "O", "C", "C", "C", "H", "H", "H", "H", "H", "H", "H", "H", "H", "H", "H", "H", "H", "H", "H", "H", "H", "H", "H", "C", "C", "C", "C", "C", "C", "N", "O", "C", "C", "C", "H", "H", "H", "H", "H", "H", "H", "H", "H", "H", "H", "H", "H", "H", "H", "H", "H", "H", "H", "C", "C", "C", "C", "C", "C", "N", "O", "C", "C", "C", "H", "H", "H", "H", "H", "H", "H", "H", "H", "H", "H", "H", "H", "H", "H", "H", "H", "H", "H"], "coordinates": [[2.533, -5.472, 4.232], [1.356, -4.551, 4.439], [0.184, -4.975, 3.765], [2.982, -5.283, 3.253], [2.185, -6.509, 4.164], [3.320, -5.384, 4.989], [1.574, -3.511, 4.168], [1.095, -4.506, 5.480], [0.247, -5.935, 3.702], [2.654, -0.703, -6.228], [2.114, -0.214, -4.904], [3.233, 0.243, -4.122], [3.426, -1.496, -6.083], [3.085, 0.185, -6.689], [1.861, -1.097, -6.860], [1.505, -0.957, -4.338], [1.494, 0.668, -5.050], [3.838, -0.502, -3.895], [-0.934, -6.691, 0.800], [0.235, -7.454, 1.421], [0.101, -7.651, 2.795], [-1.831, -7.237, 1.044], [-0.779, -6.670, -0.245], [-1.033, -5.716, 1.269], [1.118, -6.845, 1.306], [0.420, -8.411, 0.891], [-0.659, -8.227, 2.958], [3.402, 2.250, 0.974], [2.248, 3.149, 1.327], [1.623, 2.755, 2.571], [4.199, 2.284, 1.750], [3.795, 2.461, -0.013], [3.062, 1.211, 1.048], [1.560, 3.206, 0.467], [2.572, 4.152, 1.641], [1.083, 1.978, 2.471], [-1.186, 3.700, 4.506], [-1.676, 2.772, 3.391], [-0.951, 1.506, 3.418], [-1.197, 3.159, 5.496], [-1.908, 4.518, 4.724], [-0.188, 4.068, 4.234], [-1.488, 3.312, 2.432], [-2.723, 2.550, 3.625], [-0.801, 1.252, 4.339], [5.044, -1.319, 3.365], [4.772, -2.719, 2.892], [5.924, -3.513, 3.132], [5.256, -1.323, 4.429], [4.201, -0.676, 3.089], [5.970, -1.060, 2.863], [4.510, -2.766, 1.810], [3.920, -3.153, 3.435], [5.628, -4.361, 2.757], [3.090, -5.192, -0.848], [4.215, -5.938, -0.168], [4.808, -5.256, 0.886], [2.418, -4.929, -0.033], [2.582, -5.772, -1.624], [3.482, -4.225, -1.228], [4.993, -6.180, -0.907], [3.952, -6.879, 0.371], [5.101, -4.419, 0.503], [3.526, 4.672, -2.185], [2.682, 4.478, -3.537], [2.048, 5.836, -3.863], [1.397, 5.816, -5.242], [2.459, 5.596, -6.220], [3.232, 4.280, -6.050], [3.656, 4.203, -4.634], [4.390, 2.993, -4.355], [2.331, 3.068, -6.522], [4.554, 4.272, -6.862], [1.519, 3.369, -3.305], [4.263, 5.426, -2.318], [4.012, 3.810, -1.773], [2.758, 5.032, -1.510], [1.349, 5.923, -3.045], [2.870, 6.582, -3.761], [0.870, 6.725, -5.461], [0.603, 5.066, -5.255], [3.240, 6.377, -6.072], [2.099, 5.735, -7.240], [2.330, 3.082, -7.615], [2.720, 2.153, -6.091], [1.329, 3.249, -6.129], [5.211, 3.456, -6.549], [4.517, 4.249, -7.994], [5.120, 5.133, -6.539], [1.007, 3.676, -2.378], [1.966, 2.379, -3.187], [0.775, 3.344, -4.112], [3.788, 2.267, -4.437], [-0.295, -4.939, -2.630], [-0.871, -4.634, -4.076], [-0.341, -3.218, -4.551], [-0.636, -3.029, -6.064], [0.156, -4.055, -6.847], [-0.311, -5.489, -6.482], [-0.314, -5.680, -5.037], [-0.700, -6.991, -4.668], [-1.678, -5.721, -7.147], [0.748, -6.425, -7.037], [-2.409, -4.676, -3.984], [-0.867, -4.319, -1.943], [0.787, -4.771, -2.481], [-0.521, -5.988, -2.460], [-0.814, -2.485, -3.902], [0.754, -3.220, -4.329], [-0.315, -1.974, -6.254], [-1.690, -3.073, -6.229], [1.177, -4.017, -6.469], [0.132, -3.940, -7.915], [-2.108, -6.731, -6.899], [-2.350, -4.910, -6.888], [-1.597, -5.818, -8.243], [0.740, -6.404, -8.119], [1.721, -6.193, -6.594], [0.448, -7.430, -6.829], [-2.677, -5.598, -3.521], [-2.819, -4.590, -4.993], [-2.799, -3.848, -3.365], [-1.607, -7.210, -4.954], [-7.243, -3.132, 2.558], [-7.171, -2.996, 0.991], [-7.068, -1.532, 0.510], [-5.721, -0.934, 0.836], [-4.606, -1.649, 0.088], [-4.598, -3.149, 0.483], [-5.998, -3.689, 0.355], [-6.024, -5.095, 0.588], [-3.705, -3.880, -0.537], [-3.987, -3.398, 1.849], [-8.437, -3.575, 0.287], [-8.173, -2.766, 2.975], [-6.414, -2.539, 2.954], [-7.152, -4.186, 2.863], [-7.305, -1.586, -0.552], [-7.896, -1.004, 0.986], [-5.461, -1.018, 1.892], [-5.757, 0.145, 0.622], [-3.608, -1.218, 0.234], [-4.830, -1.685, -0.980], [-2.724, -3.373, -0.704], [-3.477, -4.895, -0.243], [-4.087, -3.852, -1.550], [-4.428, -2.745, 2.600], [-3.956, -4.435, 2.135], [-2.929, -3.054, 1.851], [-9.279, -2.904, 0.479], [-8.817, -4.559, 0.523], [-8.193, -3.472, -0.771], [-5.833, -5.289, 1.541], [-2.684, -1.106, 4.662], [-3.853, -0.767, 5.666], [-5.143, -1.439, 5.141], [-6.275, -1.237, 6.110], [-5.906, -1.895, 7.402], [-4.610, -1.317, 8.067], [-3.557, -1.429, 6.989], [-2.369, -0.794, 7.519], [-4.909, 0.025, 8.704], [-4.305, -2.273, 9.211], [-4.085, 0.778, 5.706], [-1.724, -0.633, 4.870], [-3.074, -0.833, 3.675], [-2.617, -2.171, 4.789], [-5.320, -0.929, 4.167], [-5.042, -2.527, 4.885], [-7.174, -1.706, 5.626], [-6.608, -0.214, 6.230], [-5.696, -2.942, 7.243], [-6.696, -1.828, 8.177], [-5.747, -0.124, 9.351], [-3.998, 0.380, 9.160], [-5.241, 0.698, 7.943], [-5.120, -2.449, 9.926], [-3.997, -3.208, 8.754], [-3.389, -1.941, 9.714], [-4.063, 1.060, 4.665], [-3.324, 1.201, 6.342], [-5.070, 1.054, 6.000], [-1.713, -1.509, 7.450], [-1.178, 1.442, 9.439], [0.128, 1.802, 8.695], [1.281, 1.356, 9.625], [2.654, 1.387, 9.000], [2.623, 0.368, 7.820], [1.592, 0.730, 6.742], [0.276, 0.905, 7.472], [-0.731, 1.225, 6.536], [2.068, 2.006, 6.000], [1.485, -0.454, 5.783], [0.218, 3.267, 8.341], [-1.400, 2.078, 10.318], [-1.032, 0.402, 9.734], [-2.034, 1.494, 8.763], [1.249, 1.965, 10.547], [1.145, 0.355, 9.933], [3.502, 1.070, 9.633], [2.926, 2.385, 8.671], [2.359, -0.634, 8.242], [3.588, 0.200, 7.349], [2.592, 1.621, 5.115], [1.221, 2.670, 5.741], [2.758, 2.573, 6.612], [2.460, -0.692, 5.420], [1.129, -1.269, 6.383], [0.761, -0.170, 5.003], [1.207, 3.559, 7.928], [0.080, 3.750, 9.310], [-0.549, 3.645, 7.643], [-1.251, 0.405, 6.525], [-0.547, 6.539, 2.100], [-0.893, 6.887, 0.599], [-2.309, 7.500, 0.694], [-2.582, 8.195, -0.629], [-1.723, 9.420, -0.679], [-0.211, 9.056, -0.793], [0.040, 8.016, 0.257], [1.360, 7.543, 0.223], [0.180, 8.550, -2.205], [0.623, 10.293, -0.483], [-0.779, 5.629, -0.315], [0.421, 6.067, 2.245], [-1.405, 6.020, 2.522], [-0.555, 7.525, 2.610], [-2.995, 6.692, 0.894], [-2.315, 8.220, 1.511], [-3.649, 8.456, -0.604], [-2.359, 7.492, -1.411], [-1.892, 9.976, 0.264], [-2.001, 10.090, -1.504], [-0.092, 9.360, -2.938], [1.232, 8.459, -2.281], [-0.376, 7.661, -2.477], [0.382, 10.673, 0.530], [1.701, 10.113, -0.571], [0.429, 11.098, -1.178], [0.286, 5.375, -0.324], [-1.187, 5.714, -1.320], [-1.317, 4.801, 0.158], [1.740, 8.112, 0.884], [-0.199, -2.717, 0.631], [0.659, -1.431, 0.808], [1.940, -1.528, -0.107], [1.665, -1.363, -1.569], [0.958, -0.018, -1.676], [-0.350, 0.123, -0.880], [-0.023, -0.133, 0.508], [-1.232, -0.076, 1.268], [-0.801, 1.575, -0.991], [-1.429, -0.793, -1.483], [1.111, -1.561, 2.279], [0.277, -3.474, 1.196], [-1.146, -2.573, 1.174], [-0.314, -2.884, -0.444], [2.646, -0.733, 0.092], [2.450, -2.501, 0.041], [2.558, -1.305, -2.229], [1.034, -2.182, -1.951], [0.671, 0.318, -2.664], [1.658, 0.763, -1.331], [0.089, 2.169, -0.867], [-1.525, 1.842, -0.242], [-1.307, 1.691, -1.936], [-1.981, -1.189, -0.663], [-0.985, -1.532, -2.149], [-2.042, -0.167, -2.131], [1.733, -2.439, 2.363], [1.694, -0.712, 2.548], [0.209, -1.541, 2.911], [-1.084, 0.508, 2.032], [5.598, 1.166, -1.806], [6.763, 0.536, -2.571], [8.059, 0.831, -1.752], [8.182, 0.000, -0.460], [8.120, -1.480, -0.831], [6.883, -1.867, -1.685], [6.738, -0.889, -2.762], [5.547, -1.319, -3.486], [7.187, -3.266, -2.338], [5.567, -1.939, -0.810], [6.928, 1.232, -3.972], [5.628, 2.259, -1.910], [5.636, 0.909, -0.750], [4.662, 0.762, -2.140], [8.993, 0.714, -2.327], [7.934, 1.899, -1.527], [7.310, 0.271, 0.185], [9.104, 0.233, 0.073], [7.974, -2.081, 0.081], [9.023, -1.877, -1.328], [7.936, -3.050, -3.111], [7.590, -3.939, -1.558], [6.230, -3.590, -2.802], [4.689, -1.828, -1.414], [5.616, -2.942, -0.412], [5.579, -1.217, 0.023], [6.034, 1.410, -4.569], [7.611, 0.586, -4.582], [7.443, 2.203, -3.893], [5.803, -1.150, -4.386], [-1.223, 0.864, -5.455], [-2.392, 1.853, -5.528], [-2.939, 1.923, -6.992], [-3.654, 0.716, -7.488], [-4.852, 0.435, -6.624], [-4.473, 0.310, -5.113], [-3.661, 1.506, -4.772], [-3.333, 1.448, -3.399], [-5.881, 0.365, -4.405], [-3.849, -1.088, -4.787], [-1.927, 3.206, -5.092], [-0.421, 1.145, -6.148], [-1.556, -0.179, -5.613], [-0.948, 0.846, -4.377], [-3.578, 2.791, -6.996], [-2.077, 2.227, -7.614], [-2.978, -0.151, -7.500], [-3.986, 0.928, -8.508], [-5.408, -0.446, -6.855], [-5.580, 1.265, -6.674], [-5.706, 0.052, -3.387], [-6.311, 1.388, -4.486], [-6.496, -0.393, -4.871], [-3.579, -1.242, -3.744], [-4.592, -1.827, -5.010], [-3.058, -1.239, -5.501], [-1.180, 3.460, -5.863], [-1.308, 3.126, -4.196], [-2.717, 3.942, -5.069], [-3.964, 2.053, -2.998]], "lowdin_charge": [-0.07, -0.32, -0.08, 0.06, 0.07, 0.09, 0.08, 0.10, 0.03, -0.06, -0.31, -0.13, 0.09, 0.06, 0.06, 0.10, 0.07, 0.06, -0.06, -0.31, -0.09, 0.07, 0.05, 0.07, 0.09, 0.12, 0.11, -0.08, -0.29, -0.09, 0.09, 0.04, 0.05, 0.09, 0.12, 0.04, -0.09, -0.24, -0.13, 0.06, 0.08, 0.07, 0.12, 0.09, 0.05, -0.07, -0.35, -0.07, 0.08, 0.07, 0.07, 0.09, 0.09, 0.06, -0.07, -0.34, -0.09, 0.06, 0.08, 0.07, 0.11, 0.13, 0.04, 0.01, -0.42, -0.14, -0.19, -0.16, -0.47, -0.07, -0.04, 0.00, -0.03, 0.02, 0.07, 0.04, 0.07, 0.09, 0.14, 0.11, 0.09, 0.13, 0.13, 0.09, 0.04, 0.05, 0.07, 0.10, 0.07, 0.07, 0.06, 0.04, 0.03, -0.02, -0.43, -0.11, -0.18, -0.13, -0.54, -0.08, -0.03, -0.03, -0.04, -0.02, 0.05, 0.07, 0.06, 0.09, 0.12, 0.10, 0.08, 0.11, 0.12, 0.09, 0.06, 0.09, 0.08, 0.10, 0.07, 0.07, 0.07, 0.07, 0.09, -0.01, -0.47, -0.14, -0.17, -0.11, -0.48, -0.08, -0.04, -0.03, -0.02, -0.04, 0.08, 0.03, 0.08, 0.12, 0.12, 0.08, 0.12, 0.10, 0.12, 0.07, 0.08, 0.07, 0.04, 0.08, 0.08, 0.08, 0.07, 0.08, 0.09, 0.00, -0.45, -0.17, -0.20, -0.14, -0.51, -0.03, -0.07, -0.02, -0.05, 0.00, 0.05, 0.09, 0.08, 0.11, 0.13, 0.12, 0.10, 0.11, 0.13, 0.09, 0.07, 0.06, 0.10, 0.08, 0.08, 0.07, 0.08, 0.05, 0.12, -0.03, -0.48, -0.15, -0.17, -0.14, -0.49, -0.06, -0.09, -0.01, -0.02, -0.03, 0.10, 0.08, 0.06, 0.13, 0.10, 0.12, 0.09, 0.13, 0.12, 0.08, 0.07, 0.06, 0.07, 0.08, 0.07, 0.08, 0.09, 0.08, 0.04, -0.03, -0.46, -0.15, -0.19, -0.14, -0.49, -0.11, -0.02, -0.02, -0.05, -0.01, 0.07, 0.06, 0.09, 0.12, 0.12, 0.12, 0.09, 0.12, 0.12, 0.10, 0.06, 0.06, 0.09, 0.08, 0.08, 0.06, 0.07, 0.07, 0.10, -0.02, -0.42, -0.13, -0.18, -0.13, -0.49, -0.04, -0.05, -0.01, 0.00, -0.03, 0.06, 0.07, 0.05, 0.10, 0.10, 0.10, 0.09, 0.09, 0.12, 0.05, 0.08, 0.06, 0.04, 0.06, 0.06, 0.06, 0.06, 0.09, 0.04, -0.03, -0.50, -0.13, -0.17, -0.13, -0.48, -0.07, -0.05, -0.02, 0.00, -0.02, 0.09, 0.06, 0.07, 0.12, 0.12, 0.10, 0.11, 0.12, 0.12, 0.09, 0.09, 0.08, 0.06, 0.05, 0.08, 0.05, 0.09, 0.09, 0.09, -0.01, -0.50, -0.15, -0.19, -0.14, -0.47, -0.07, -0.04, -0.03, -0.01, -0.04, 0.09, 0.05, 0.08, 0.11, 0.13, 0.11, 0.12, 0.11, 0.13, 0.06, 0.10, 0.08, 0.07, 0.08, 0.04, 0.08, 0.06, 0.10, 0.11]}